[1]
101
Properties=species:S:1:pos:R:3:lowdin_charge:R:1 method="wB97M-V/def2-TZVPD" mol_weight_g_mol=928.64 homo_energy_ev=-8.810 energy_ha=-3236.7716
C -0.87602 2.43957 6.75235 -0.115
O -1.86214 1.95202 5.87124 -0.199
C -2.71500 2.95664 5.34689 -0.249
C -3.08464 2.60356 3.92110 -0.180
C -1.94635 2.87904 2.92722 -0.191
C -1.89389 4.35612 2.48943 -0.204
C -2.45814 4.59353 1.08474 -0.202
C -1.77440 3.77651 -0.03168 -0.192
C -1.19673 4.61260 -1.19787 -0.190
C 0.27192 4.30827 -1.54723 -0.208
C 0.51454 4.07540 -3.03923 -0.210
C 1.94013 3.57953 -3.34410 -0.200
C 2.01952 2.56681 -4.50139 -0.280
C 2.47051 1.17088 -4.04781 -0.786
S 4.18200 1.28534 -3.37587 0.890
O 1.69695 0.77631 -2.89500 -0.083
C 0.39145 0.43544 -3.09960 -0.312
O -0.05659 -0.59242 -2.72971 0.140
C 2.40799 0.08335 -5.13455 -0.764
I 2.08709 0.74518 -7.09008 0.940
C 2.59107 -1.21162 -4.87521 -0.814
C 2.90368 -1.81529 -3.52758 -0.159
I 2.48488 -2.66978 -6.36912 0.883
H -1.28091 3.18914 7.44353 0.087
H -0.04121 2.89012 6.20139 0.089
H -0.50452 1.59257 7.32971 0.085
H -3.60681 3.05634 5.98194 0.090
H -2.20372 3.93083 5.35746 0.122
H -3.35578 1.54327 3.88142 0.112
H -3.96938 3.17979 3.62454 0.102
H -1.00203 2.58739 3.39969 0.110
H -2.05795 2.21990 2.06263 0.103
H -0.87983 4.76407 2.56389 0.108
H -2.50954 4.93602 3.18822 0.104
H -3.52608 4.37894 1.14021 0.073
H -2.37832 5.65985 0.85129 0.105
H -0.97361 3.16681 0.39984 0.093
H -2.50528 3.07128 -0.43719 0.108
H -1.29742 5.66976 -0.93969 0.100
H -1.80807 4.43834 -2.08896 0.105
H 0.61064 3.41681 -1.00584 0.104
H 0.91277 5.13075 -1.21122 0.116
H 0.34878 5.01182 -3.58057 0.118
H -0.22108 3.34098 -3.38723 0.089
H 2.39453 3.17092 -2.43960 0.085
H 2.54642 4.44716 -3.61636 0.114
H 1.04766 2.49046 -4.99833 0.077
H 2.73811 2.90451 -5.24860 0.069
H 4.65402 1.81245 -4.51187 -0.097
H -0.22166 1.25068 -3.51083 0.145
H 2.03740 -1.74562 -2.87056 0.076
H 3.17418 -2.86453 -3.61200 0.036
H 3.72308 -1.27332 -3.05301 0.046
C 6.44333 -5.09461 -4.31409 -0.652
O 7.20769 -5.52917 -3.45349 -0.012
N 6.21755 -5.74558 -5.48061 0.173
N 5.76776 -3.92824 -4.12973 0.172
H 5.59278 -5.39914 -6.18383 0.095
H 6.68047 -6.62549 -5.63958 0.067
H 5.89277 -3.45754 -3.25183 0.106
H 5.13465 -3.55309 -4.81052 0.037
C -6.71371 4.20845 1.36550 -0.689
O -5.74030 4.90885 1.12275 0.005
N -7.99047 4.70510 1.36212 0.152
N -6.58884 2.89879 1.69297 0.166
H -8.79349 4.14780 1.58397 0.094
H -8.10677 5.67261 1.12821 0.098
H -5.65830 2.52875 1.73881 0.098
H -7.35094 2.32046 1.99322 0.089
C 6.84989 -9.75104 -6.08224 -0.670
O 6.26343 -8.69216 -6.23794 0.017
N 8.21251 -9.83890 -6.06568 0.154
N 6.18013 -10.92845 -5.91098 0.151
H 8.70811 -10.69952 -5.93393 0.093
H 8.73141 -8.98855 -6.18094 0.105
H 5.17818 -10.88869 -5.91305 0.104
H 6.63697 -11.81030 -5.78004 0.092
C 5.28650 -5.92937 -0.29837 -0.687
O 4.77654 -4.88774 -0.68462 0.004
N 6.26426 -6.57506 -0.98227 0.161
N 4.88910 -6.51896 0.88049 0.133
H 6.67877 -7.42613 -0.65488 0.091
H 6.57923 -6.16496 -1.85582 0.049
H 4.16863 -6.05808 1.40216 0.093
H 5.28423 -7.37031 1.22997 0.082
C -6.54482 2.88448 5.32868 -0.679
O -7.18038 2.29391 4.47352 0.016
N -6.28008 4.22781 5.21605 0.158
N -6.03080 2.28554 6.44194 0.161
H -5.75455 4.74662 5.89334 0.089
H -6.62221 4.69576 4.39669 0.093
H -6.16921 1.29124 6.56388 0.067
H -5.51134 2.80052 7.12684 0.087
C -5.45789 -1.54698 6.25638 -0.668
O -6.38635 -0.76392 6.13441 0.020
N -4.15954 -1.17259 6.05356 0.166
N -5.65102 -2.85521 6.59740 0.151
H -3.38264 -1.79925 6.14130 0.095
H -3.99179 -0.22132 5.77953 0.087
H -6.59654 -3.15377 6.74650 0.103
H -4.90511 -3.51702 6.69342 0.092

[2]
35
Properties=species:S:1:pos:R:3:lowdin_charge:R:1 method="wB97M-V/def2-TZVPD" mol_weight_g_mol=549.20 homo_energy_ev=-1.494 charge=-2 energy_ha=-5533.3717 relative_energy_kj_mol=0.0
Cu -0.83848 -0.99782 1.61124 -0.155
Cl -1.09850 -1.88593 4.74616 0.619
C 0.20275 -0.77607 4.37106 -0.699
C 0.36325 -0.38004 3.04404 -0.271
C 1.42711 0.49309 2.83546 -0.699
Cl 1.74221 1.01451 1.19678 0.640
C 2.26686 0.95860 3.84422 -0.713
Cl 3.57783 2.04857 3.50987 0.608
C 2.05458 0.53734 5.15486 -0.725
Cl 3.08010 1.09429 6.43818 0.603
C 1.00880 -0.34342 5.42001 -0.717
Cl 0.74148 -0.87408 7.05244 0.603
S -0.60362 -2.55903 -0.06225 0.563
C -2.22875 -2.50463 -0.69484 -0.777
C -2.52335 -3.38479 -1.78780 -0.328
N -2.73521 -4.09761 -2.67045 0.110
C -3.21813 -1.68215 -0.22139 -0.797
S -3.02090 -0.53695 1.06615 0.549
C -4.51217 -1.71914 -0.84426 -0.323
N -5.56028 -1.71639 -1.32665 0.111
C -1.73191 0.55686 -2.39245 -0.019
C -0.27298 0.80281 -2.57031 -0.307
C 0.42686 1.71640 -3.33281 -0.021
C 1.78732 1.44271 -3.07401 -0.396
N 1.91630 0.44052 -2.21885 0.063
N 0.65502 0.07404 -1.92426 0.018
C 3.00014 2.13019 -3.61388 -0.067
H -2.30423 1.24995 -3.00820 0.075
H -2.03592 0.66831 -1.35063 0.049
H -1.98852 -0.46202 -2.68727 0.077
H 0.00873 2.47122 -3.97934 0.090
H 0.46386 -0.69433 -1.27780 0.049
H 3.00684 2.12388 -4.70674 0.061
H 3.89407 1.61928 -3.25848 0.064
H 3.04885 3.17183 -3.28779 0.064

[3]
50
Properties=species:S:1:pos:R:3:lowdin_charge:R:1 method="wB97M-V/def2-TZVPD" mol_weight_g_mol=550.25 homo_energy_ev=0.993 charge=-2 energy_ha=-1860.6993 relative_energy_kj_mol=0.0
C 5.52257 -0.24874 1.39216 0.020
C 4.23657 -0.15632 0.61192 -0.523
O 3.31493 -0.91039 0.79884 0.118
O 4.22240 0.86573 -0.27572 -0.019
C 3.56678 0.57664 -1.51126 -0.171
C 2.59980 1.68133 -1.95898 -0.158
C 2.13865 2.67865 -0.87891 -0.196
C 0.65041 2.98623 -0.95620 -0.154
C -0.23287 1.88522 -0.46019 -0.138
C 0.17567 0.68013 -0.04497 0.077
C -0.81784 -0.32142 0.39484 -0.332
O -0.60245 -1.10846 1.30481 0.111
C -2.08290 -0.27792 -0.36891 -0.109
C -2.81716 -1.56569 -0.65444 -0.005
C -1.81299 -2.66974 -0.82900 -0.437
O -1.10219 -2.80320 -1.80956 0.114
O -1.76141 -3.54042 0.21444 0.115
C -0.63710 -4.35079 0.24962 -0.449
C 0.69429 -3.70894 0.47411 0.018
O -0.77238 -5.55598 0.17603 0.109
C -2.51344 0.93915 -0.76795 -0.178
C -3.79567 1.13204 -1.53441 -0.156
C -5.04320 0.80976 -0.71240 -0.847
O -6.04132 0.36236 -1.22237 -0.060
I -4.91863 1.18166 1.38411 1.095
C -1.69809 2.13332 -0.45800 -0.321
O -2.17702 3.24846 -0.26355 0.060
H 5.32408 -0.87205 2.25050 0.083
H 5.74423 0.74385 1.77402 0.085
H 6.33318 -0.62495 0.78357 0.082
H 4.34902 0.49555 -2.26221 0.115
H 3.05354 -0.37807 -1.49831 0.117
H 1.73683 1.26555 -2.46585 0.113
H 3.11960 2.26556 -2.71528 0.098
H 2.71870 3.58957 -0.98981 0.104
H 2.33037 2.32941 0.12962 0.109
H 0.46492 3.84293 -0.30878 0.121
H 0.35900 3.29569 -1.96016 0.123
H 1.20604 0.36579 -0.02544 0.099
H -3.50303 -1.76798 0.16572 0.141
H -3.33770 -1.47327 -1.59929 0.126
H 0.77590 -2.72954 0.02789 0.067
H 1.46456 -4.37014 0.10658 0.086
H 0.83526 -3.59849 1.54476 0.105
H -3.87757 2.18508 -1.79198 0.116
H -3.77940 0.54693 -2.44862 0.116
C -3.38961 0.22399 4.77466 -1.019
O -2.66469 -0.01514 5.78459 -0.141
O -4.62514 -0.15774 4.67940 -0.203
O -2.93348 0.89483 3.75036 -0.226

[4]
10
Properties=species:S:1:pos:R:3:lowdin_charge:R:1 method="wB97M-V/def2-TZVPD" mol_weight_g_mol=84.08 homo_energy_ev=-10.456 energy_ha=-301.2946 relative_energy_kj_mol=505.7
C -0.52490 1.39181 -0.07785 -0.025
C 0.12923 -0.03791 -0.02499 -0.427
C 1.49467 -0.23594 0.19212 -0.104
N 2.68233 -0.22565 -0.09653 0.173
N -0.69574 -0.87426 -0.05580 0.050
O -2.07068 -0.58328 0.01054 -0.026
H -1.34378 1.50385 -0.77131 0.075
H -0.52106 1.71775 1.18322 0.186
H 0.22691 2.12270 -0.22759 0.041
H -2.29681 0.31358 0.26200 0.057

[5]
18
Properties=species:S:1:pos:R:3:lowdin_charge:R:1 method="wB97M-V/def2-TZVPD" smiles=CCS.NCN mol_weight_g_mol=108.21 homo_energy_ev=-8.569 energy_ha=-629.1610 relative_energy_kj_mol=48.5
C -1.58054 0.37047 -1.85638 -0.211
C -2.52161 0.72969 -0.69586 -0.579
S -2.00554 -0.25726 0.79790 0.645
H -1.47610 -0.71111 -1.93072 0.057
H -0.60979 0.86090 -1.83438 0.047
H -1.99673 0.67063 -2.82885 0.067
H -2.65468 1.79533 -0.58623 0.064
H -3.47758 0.30916 -1.01656 0.050
H -1.57516 0.85622 1.43356 -0.148
N 3.82795 -0.53314 0.13296 -0.025
C 2.62917 -0.13533 0.91593 -0.368
N 1.45005 0.08059 0.13442 -0.008
H 4.23668 -1.41023 0.44164 0.048
H 3.53662 -0.68691 -0.82734 0.045
H 2.52043 -0.93677 1.65425 0.101
H 2.84314 0.79759 1.44373 0.099
H 1.45737 0.93743 -0.39412 0.059
H 1.23053 -0.64307 -0.52882 0.056

| no. | orbital gap (hartree) |
| --- | --- |
| 1 | 0.3265 |
| 2 | 0.2048 |
| 3 | 0.1004 |
| 4 | 0.3846 |
| 5 | 0.3487 |